1.
# C4H16AsF6N8O4Tl

C4H16AsF6N8O4Tl as an isolated structure at a distorted geometry (the ωB97M-V functional and the def2-TZVPD basis, the OMol25 dataset).

Calculated values
Max |F| in eV/Å: 5.97
Total charge: +2
Gap between HOMO and LUMO in eV: 2.3
LUMO level in eV: -13.400
Energy above the lowest of the compared OMol25 structures with the same formula, charge and spin in kcal/mol: 0.0

The geometry in XYZ format:
```
40
Properties=species:S:1:pos:R:3:nbo_charge:R:1
Tl 1.123 0.442 1.460 0.996
As -2.520 0.053 -1.358 2.790
F -1.674 -0.891 -2.666 -0.627
F -2.730 -1.470 -0.424 -0.609
F -3.371 1.094 -0.125 -0.627
F -2.299 1.490 -2.386 -0.617
F -4.036 -0.298 -2.237 -0.579
F -0.902 0.354 -0.541 -0.654
C -2.049 2.216 3.028 0.730
O -1.046 2.249 2.424 -0.553
N -3.189 1.691 2.625 -0.639
N -2.269 2.949 4.086 -0.694
H -3.257 1.370 1.670 0.452
H -4.048 1.926 3.100 0.413
H -1.569 3.637 4.324 0.434
H -3.096 2.755 4.633 0.416
C 0.020 -3.149 -0.136 0.725
O 0.116 -2.045 0.377 -0.487
N -0.633 -3.411 -1.234 -0.676
N 0.549 -4.177 0.378 -0.771
H -0.679 -4.359 -1.578 0.413
H -1.223 -2.684 -1.614 0.458
H 1.102 -4.002 1.205 0.422
H 0.346 -5.118 0.071 0.418
C 0.599 3.493 -1.007 0.734
O 0.583 2.966 0.076 -0.543
N 1.203 4.656 -1.286 -0.660
N -0.078 3.125 -2.045 -0.639
H 1.633 5.207 -0.557 0.436
H 1.237 4.980 -2.241 0.414
H 0.134 3.562 -2.931 0.407
H -0.823 2.444 -2.049 0.462
C 3.829 -2.235 -0.108 0.754
O 3.169 -1.439 0.548 -0.624
N 4.985 -2.685 0.218 -0.776
N 3.472 -2.814 -1.233 -0.756
H 5.413 -2.344 1.067 0.424
H 5.363 -3.478 -0.280 0.405
H 4.048 -3.520 -1.668 0.415
H 2.567 -2.536 -1.585 0.413
```


2.
# C16H6Cl3F5GeIO4S2Sn

C16H6Cl3F5GeIO4S2Sn as an isolated structure (the ωB97M-V functional and the def2-TZVPD basis, the OMol25 dataset).

Calculated values
Max |F| in eV/Å: 0.41
2S+1: 2
Gap between HOMO and LUMO (spin up / spin down) in eV: 8.1 / 6.2
LUMO level (spin up / spin down) in eV: -0.285 / -2.666
Energy above the lowest of the compared OMol25 structures with the same formula, charge and spin in kcal/mol: 6.7

The geometry in XYZ format:
```
39
Properties=species:S:1:pos:R:3:nbo_charge:R:1
Sn 0.419 0.088 -0.887 1.335
F 5.321 2.095 3.687 -0.277
C 4.278 2.157 2.866 0.272
C 3.502 1.035 2.639 0.281
F 3.794 -0.114 3.240 -0.277
C 2.416 1.130 1.791 0.310
F 1.679 0.013 1.608 -0.301
C 2.067 2.299 1.131 -0.284
S 0.688 2.436 0.049 -0.144
C 2.871 3.408 1.383 0.319
F 2.600 4.572 0.793 -0.287
C 3.957 3.349 2.237 0.311
F 4.698 4.430 2.458 -0.287
O 0.849 -4.176 -1.657 -0.904
S 0.847 -2.757 -1.613 2.577
O -0.370 -2.055 -2.013 -0.978
O 1.349 -2.132 -0.362 -1.005
O 1.932 -2.230 -2.697 -1.073
I -1.288 1.137 -3.103 0.323
C -2.918 0.446 -1.980 -0.130
C -4.135 0.562 -2.585 -0.240
C -5.300 0.166 -1.898 -0.209
C -5.198 -0.320 -0.632 -0.152
C -3.940 -0.451 0.005 -0.080
C -3.874 -0.966 1.323 -0.161
C -2.676 -1.122 1.948 -0.201
C -1.488 -0.774 1.272 -0.214
C -1.498 -0.256 0.004 -0.460
C -2.744 -0.078 -0.666 -0.029
H -4.217 0.961 -3.587 0.227
H -6.262 0.258 -2.384 0.225
H -6.083 -0.621 -0.084 0.217
H -4.799 -1.236 1.818 0.216
H -2.624 -1.521 2.952 0.222
H -0.549 -0.947 1.786 0.224
Cl 4.272 -3.834 -1.046 -0.323
Ge 3.657 -2.241 -2.275 1.671
Cl 4.113 -0.366 -1.381 -0.363
Cl 4.658 -2.346 -4.138 -0.350
```


3.
# C15H20Br37NO4P

C15H20Br37NO4P as an isolated structure at a distorted geometry (the ωB97M-V functional and the def2-TZVPD basis, the OMol25 dataset).

Calculated values
Max |F| in eV/Å: 4.60
Total charge: -1
Gap between HOMO and LUMO in eV: 5.3
LUMO level in eV: 0.488

The geometry in XYZ format:
```
78
Properties=species:S:1:pos:R:3:lowdin_charge:R:1
O 4.091 -0.102 -0.714 -0.068
N 4.557 -0.216 -1.852 -0.255
O 3.587 -0.693 -2.652 -0.233
C 3.599 -2.169 -2.617 -0.356
P 1.788 -2.743 -2.844 0.460
O 1.632 -2.262 -1.142 -0.414
C 0.338 -1.534 -1.074 -0.228
C 0.106 -0.896 -2.574 -0.705
Br -0.772 0.916 -2.701 0.535
O 1.289 -1.167 -3.441 -0.366
H 4.008 -2.617 -1.592 0.098
H 4.257 -2.588 -3.518 -0.069
H 2.181 -4.027 -2.259 -0.008
H 1.999 -3.293 -4.159 -0.048
H 0.489 -3.393 -2.943 -0.084
H -0.473 -2.387 -0.948 0.120
H 0.450 -0.764 -0.175 0.127
H -0.708 -1.577 -3.101 0.080
C 3.912 3.954 -2.271 -1.560
Br 2.409 4.036 -1.039 0.522
Br 4.738 2.193 -2.291 0.770
Br 3.415 4.541 -4.058 0.541
H 4.666 4.657 -1.902 -0.030
C 0.158 -6.515 -4.937 -1.578
Br -1.044 -5.335 -3.965 0.564
Br 1.306 -5.530 -6.160 0.547
Br 1.185 -7.650 -3.736 0.541
H -0.466 -7.176 -5.546 -0.054
C 4.476 -1.319 2.774 -1.598
Br 5.164 -2.938 1.944 0.562
Br 2.553 -1.409 3.053 0.540
Br 5.427 -0.886 4.415 0.528
H 4.659 -0.497 2.073 -0.034
C 2.378 4.264 3.120 -1.576
Br 3.858 4.884 2.021 0.532
Br 0.689 5.063 2.579 0.509
Br 2.277 2.322 3.169 0.553
H 2.577 4.600 4.143 -0.026
C -5.250 -5.584 -5.666 -1.600
Br -5.308 -4.251 -7.081 0.553
Br -3.839 -6.891 -5.960 0.533
Br -5.123 -4.765 -3.905 0.552
H -6.201 -6.126 -5.698 -0.028
C -3.474 2.888 0.411 -1.607
Br -4.020 3.503 -1.351 0.538
Br -3.711 0.968 0.613 0.553
Br -1.660 3.443 0.842 0.498
H -4.137 3.370 1.138 -0.123
C -6.114 5.084 3.496 -1.588
Br -4.220 4.646 3.590 0.597
Br -6.750 5.154 1.659 0.576
Br -7.188 3.886 4.589 0.549
H -6.231 6.089 3.913 -0.110
C -3.548 3.194 7.443 -1.604
Br -3.199 3.680 9.294 0.535
Br -1.902 2.960 6.433 0.545
Br -4.707 1.637 7.310 0.546
H -4.086 4.033 6.988 -0.043
C -8.301 8.333 5.900 -1.588
Br -6.408 7.896 5.995 0.592
Br -8.937 8.404 4.063 0.563
Br -9.376 7.136 6.993 0.556
H -8.419 9.339 6.318 -0.025
C 0.408 5.921 11.150 -1.606
Br -1.095 6.003 12.382 0.538
Br 1.233 4.160 11.130 0.553
Br -0.089 6.508 9.363 0.540
H 1.162 6.624 11.519 -0.027
C 1.521 -8.636 -9.548 -1.605
Br 2.541 -9.327 -8.042 0.546
Br -0.325 -8.263 -9.062 0.539
Br 2.382 -7.090 -10.357 0.549
H 1.499 -9.424 -10.308 -0.029
C 7.319 -4.810 -3.791 -1.587
Br 6.155 -3.278 -3.503 0.732
Br 8.014 -5.515 -2.116 0.532
Br 6.451 -6.190 -4.852 0.544
H 8.178 -4.454 -4.369 -0.032
```


4.
# C41H46P2Ti

C41H46P2Ti as an isolated structure at a distorted geometry (the ωB97M-V functional and the def2-TZVPD basis, the OMol25 dataset).

Calculated values
Max |F| in eV/Å: 3.57
2S+1: 3
Gap between HOMO and LUMO (spin up / spin down) in eV: 6.6 / 7.1
LUMO level (spin up / spin down) in eV: -0.001 / -0.295

The geometry in XYZ format:
```
90
Properties=species:S:1:pos:R:3:lowdin_charge:R:1
Ti 0.227 -1.175 1.319 0.770
C -2.970 0.116 3.464 -0.094
C -3.269 0.304 2.143 -0.114
C -3.254 1.576 1.377 -0.206
C -1.873 2.030 0.849 -0.190
C -0.679 2.163 1.760 -0.124
C -0.760 2.508 3.048 -0.103
C -1.959 2.503 3.942 -0.182
C -2.468 1.135 4.436 -0.200
C 2.018 -0.339 1.102 -0.264
H -2.861 -0.930 3.779 0.101
H -3.364 -0.590 1.548 0.081
H -3.662 2.372 2.022 0.098
H -3.938 1.475 0.511 0.113
H -1.606 1.473 -0.073 0.087
H -2.036 3.056 0.469 0.113
H 0.279 1.942 1.303 0.074
H 0.182 2.656 3.556 0.098
H -2.787 3.039 3.471 0.095
H -1.631 3.072 4.838 0.110
H -1.661 0.658 4.997 0.041
H -3.268 1.316 5.157 0.116
H 2.396 -0.392 2.128 -0.014
H 2.105 0.647 0.618 -0.020
H 2.433 -1.164 0.469 0.002
P -0.266 -1.514 -2.806 0.976
P 1.116 0.915 -2.685 0.971
C -1.316 -0.038 -3.056 -0.317
C -0.668 1.142 -2.919 -0.302
C -0.506 -2.722 -4.281 -0.361
C -1.503 -2.605 -5.265 -0.098
C -1.615 -3.583 -6.269 -0.093
C -0.683 -4.607 -6.384 -0.094
C 0.381 -4.663 -5.470 -0.086
C 0.460 -3.740 -4.422 -0.107
C -1.197 -2.365 -1.506 -0.367
C -0.538 -2.428 -0.206 -0.253
C -1.130 -3.154 0.905 -0.142
C -2.288 -3.903 0.614 -0.072
C -2.916 -3.815 -0.624 -0.079
C -2.396 -3.052 -1.670 -0.080
C 1.850 0.958 -4.394 -0.329
C 1.614 -0.152 -5.250 -0.104
C 2.252 -0.274 -6.477 -0.088
C 3.172 0.692 -6.905 -0.097
C 3.374 1.814 -6.108 -0.090
C 2.672 1.982 -4.889 -0.084
C 1.719 2.434 -1.906 -0.415
C 3.013 2.341 -1.361 -0.138
C 3.560 3.383 -0.624 -0.083
C 2.803 4.537 -0.390 -0.088
C 1.531 4.665 -0.955 -0.087
C 1.000 3.638 -1.750 -0.089
H -2.387 -0.220 -3.210 0.074
H -1.156 2.110 -2.924 0.064
H -2.164 -1.749 -5.269 0.093
H -2.448 -3.523 -6.979 0.105
H -0.764 -5.363 -7.191 0.112
H 1.149 -5.427 -5.578 0.102
H 1.300 -3.801 -3.730 0.103
H 0.634 -2.183 -0.188 0.085
H -0.514 -3.374 1.801 0.102
H -2.726 -4.475 1.422 0.109
H -3.874 -4.329 -0.790 0.112
H -2.927 -2.979 -2.613 0.107
H 0.932 -0.941 -4.916 0.038
H 2.038 -1.141 -7.106 0.105
H 3.715 0.565 -7.855 0.106
H 4.094 2.581 -6.414 0.103
H 2.793 2.921 -4.337 0.102
H 3.580 1.416 -1.496 0.107
H 4.571 3.287 -0.218 0.108
H 3.219 5.345 0.219 0.103
H 0.938 5.571 -0.776 0.105
H 0.031 3.771 -2.236 0.090
C -0.434 0.512 7.071 -0.086
C 0.690 -0.253 6.300 -0.585
C 1.969 0.539 6.653 -0.077
C 0.803 -1.588 7.036 -0.084
C 0.394 -0.416 4.790 -0.123
C 0.212 -0.725 3.573 -0.083
H -0.166 0.669 8.127 0.085
H -1.367 -0.055 7.062 0.080
H -0.622 1.503 6.657 0.070
H 2.104 0.647 7.740 0.081
H 2.860 0.033 6.290 0.078
H 1.940 1.551 6.246 0.078
H -0.133 -2.136 6.962 0.079
H 1.587 -2.195 6.598 0.079
H 1.040 -1.485 8.101 0.084
```


5.
# C20H12AuF12NO6S

C20H12AuF12NO6S as an isolated structure (the ωB97M-V functional and the def2-TZVPD basis, the OMol25 dataset).

Calculated values
Max |F| in eV/Å: 0.17
Total charge: -2
Gap between HOMO and LUMO in eV: 6.6
LUMO level in eV: 4.635
Energy above the lowest of the compared OMol25 structures with the same formula, charge and spin in kcal/mol: 0.0

The geometry in XYZ format:
```
53
Properties=species:S:1:pos:R:3:nbo_charge:R:1
Au -2.193 -0.179 -0.892 1.533
C 1.806 -5.081 1.499 -0.622
C 1.281 -3.772 0.968 -0.048
C 1.493 -3.394 -0.353 -0.233
C 0.966 -2.207 -0.818 -0.197
C 0.228 -1.357 0.007 0.138
N -0.236 -0.157 -0.596 -0.641
C 0.571 0.938 -0.637 0.317
C 1.884 0.845 -0.112 -0.312
C 2.799 1.866 -0.217 -0.132
C 2.478 3.065 -0.845 -0.124
C 3.458 4.204 -0.943 -0.613
C 1.187 3.182 -1.331 -0.175
C 0.223 2.182 -1.228 -0.161
C -1.182 2.429 -1.787 0.101
O -2.203 1.775 -1.155 -0.739
C -1.621 3.925 -1.621 0.972
F -1.374 4.361 -0.381 -0.317
F -2.931 4.081 -1.842 -0.315
F -1.010 4.792 -2.471 -0.348
C -1.175 2.093 -3.311 0.949
F -2.351 2.363 -3.903 -0.326
F -0.232 2.776 -3.999 -0.340
F -0.921 0.794 -3.510 -0.321
C -0.017 -1.728 1.335 -0.045
C 0.532 -2.933 1.779 -0.152
C -0.874 -0.836 2.295 0.134
O -1.630 0.070 1.725 -0.869
C 0.137 -0.130 3.281 0.935
F -0.504 0.474 4.303 -0.339
F 0.825 0.821 2.631 -0.330
F 1.082 -0.927 3.861 -0.361
C -1.785 -1.779 3.186 0.939
F -1.134 -2.468 4.187 -0.374
F -2.403 -2.704 2.444 -0.322
F -2.732 -1.077 3.815 -0.323
H 2.676 -5.417 0.931 0.197
H 2.095 -4.992 2.547 0.207
H 1.045 -5.863 1.433 0.210
H 2.063 -4.034 -1.018 0.190
H 1.115 -1.895 -1.845 0.213
H 2.172 -0.063 0.396 0.219
H 3.788 1.726 0.209 0.181
H 4.487 3.837 -0.975 0.196
H 3.286 4.795 -1.845 0.201
H 3.381 4.883 -0.089 0.198
H 0.924 4.112 -1.816 0.206
H 0.371 -3.233 2.805 0.209
O -4.884 -2.688 -0.230 -0.973
S -4.041 -2.102 -1.235 2.547
O -4.211 -2.634 -2.566 -0.995
O -4.166 -0.561 -1.248 -0.980
O -2.542 -2.176 -0.817 -0.963
```


6.
# C11H24F3N3O12P2ReS

C11H24F3N3O12P2ReS as an isolated structure (the ωB97M-V functional and the def2-TZVPD basis, the OMol25 dataset).

Calculated values
Max |F| in eV/Å: 0.73
Total charge: +2
2S+1: 2
Gap between HOMO and LUMO (spin up / spin down) in eV: 7.1 / 7.2
LUMO level (spin up / spin down) in eV: -7.756 / -7.370
Energy above the lowest of the compared OMol25 structures with the same formula, charge and spin in kcal/mol: 9.4

The geometry in XYZ format:
```
57
Properties=species:S:1:pos:R:3:nbo_charge:R:1
Re -0.146 -0.129 0.057 1.872
C -1.164 -4.101 -2.096 -0.426
N -0.481 -2.989 -2.783 -0.290
C -0.414 -3.111 -4.244 -0.418
C -0.053 -1.960 -2.134 0.706
O -0.134 -1.905 -0.839 -0.640
C 0.583 -0.780 -2.838 -0.157
O 0.648 0.291 -1.868 -0.498
C 1.922 0.948 -1.711 -0.165
C 2.599 0.406 -0.464 0.671
O 1.865 -0.176 0.410 -0.631
N 3.873 0.575 -0.283 -0.307
C 4.547 0.070 0.926 -0.426
C 4.714 1.285 -1.262 -0.431
H -0.641 -5.027 -2.324 0.237
H -2.183 -4.160 -2.475 0.242
H -1.176 -3.933 -1.027 0.251
H 0.060 -4.059 -4.492 0.244
H 0.159 -2.307 -4.692 0.217
H -1.425 -3.100 -4.646 0.250
H -0.029 -0.439 -3.664 0.278
H 1.590 -1.030 -3.175 0.230
H 1.713 2.012 -1.586 0.267
H 2.520 0.812 -2.609 0.239
H 3.873 -0.562 1.491 0.249
H 4.869 0.915 1.532 0.236
H 5.419 -0.503 0.620 0.238
H 4.217 2.176 -1.638 0.226
H 4.990 0.627 -2.086 0.232
H 5.622 1.601 -0.757 0.255
N -0.127 1.085 4.494 -0.688
C -1.263 0.983 3.480 -0.632
C -2.545 1.382 4.213 -0.647
P -0.839 2.253 2.193 2.388
O -2.237 2.693 1.631 -0.988
O 0.004 3.258 2.848 -1.081
O -0.168 1.565 0.937 -0.979
P -1.262 -0.838 3.072 2.407
O -2.704 -1.143 2.505 -0.986
O -0.892 -1.506 4.329 -1.091
O -0.285 -0.947 1.888 -1.081
H -0.110 2.015 4.921 0.459
H 0.788 0.941 4.064 0.443
H -0.260 0.331 5.183 0.476
H -2.498 2.416 4.565 0.235
H -2.706 0.729 5.073 0.244
H -3.398 1.290 3.547 0.269
H -2.463 3.629 1.734 0.547
H -3.283 -1.629 3.110 0.540
F -3.369 2.813 -0.917 -0.286
C -2.651 2.140 -1.793 0.728
F -3.032 2.436 -3.018 -0.280
F -1.353 2.466 -1.648 -0.329
S -2.848 0.327 -1.540 2.329
O -2.066 -0.265 -2.597 -0.985
O -4.232 0.067 -1.421 -0.850
O -2.137 0.059 -0.195 -0.912
```


> Which of these has the lowest max |F|?

C20H12AuF12NO6S